{"formula": "C6H10N4O3S", "method": "wB97M-V/def2-TZVPD", "species": ["C", "C", "C", "C", "C", "C", "N", "N", "N", "N", "O", "O", "O", "S", "H", "H", "H", "H", "H", "H", "H", "H", "H", "H"], "coordinates": [[3.000517, 0.387784, 0.455881], [0.305972, 0.855642, -0.278739], [1.205016, 1.792655, -0.275609], [1.403251, -1.202268, 0.267765], [-3.856667, -0.023988, -0.119700], [-2.556332, -0.868079, 0.176806], [-0.703519, 0.282342, -0.636131], [1.966663, -0.385330, 1.106704], [3.554157, -0.381870, -0.592291], [0.329618, -1.978588, 0.560458], [0.826833, 3.081645, -0.528532], [2.525819, 1.653044, 0.062834], [-1.520953, 0.027959, 0.457137], [2.270154, -1.325306, -1.288190], [3.759272, 0.701267, 1.253222], [-4.743075, -0.587862, 0.380004], [-3.739503, 0.921498, 0.220591], [-4.151723, 0.134901, -1.174680], [-2.258196, -1.598347, -0.500358], [-2.627507, -1.425544, 1.131896], [1.481588, 3.758967, -0.419519], [4.000527, 0.070630, -1.412390], [-0.234043, -2.146465, -0.270807], [-0.237876, -1.744690, 1.423639]], "forces_ev_per_angstrom": [[0.779, 0.111, 2.831], [0.623, 2.142, -0.257], [1.255, 1.089, 0.312], [1.430, 0.278, 1.147], [-1.504, -4.857, -0.894], [-1.706, 1.783, 1.734], [-1.544, -1.144, -1.114], [-0.145, -0.567, -0.752], [0.380, -0.891, -1.795], [-0.583, -0.197, 0.402], [-0.941, -0.956, -0.283], [-1.188, 1.490, -0.735], [0.189, 0.382, 0.911], [-0.426, -0.581, 0.350], [-0.596, -0.766, -1.327], [1.327, 1.293, -0.766], [0.374, 2.742, 1.743], [0.525, -0.631, 0.253], [0.257, -0.996, -1.885], [-0.600, 0.330, -0.296], [1.004, -0.043, 0.313], [-0.278, 0.271, 1.245], [0.077, -0.236, 0.518], [1.290, -0.045, -1.656]], "mulliken_charge": [0.071, 1.098, -0.149, 0.475, -1.149, -0.222, -0.707, -0.659, -0.428, -0.501, -0.483, -0.346, -0.105, -0.055, 0.277, 0.284, 0.366, 0.298, 0.435, 0.242, 0.339, 0.326, 0.273, 0.319], "e_tot_ha": -1077.37167, "largest_force_ev_per_a": 5.2, "homo_ev": -8.05, "homo_lumo_gap_ev": 8.6, "smiles": "CCON=C=C(O)O[C@H]1N=C(N)SN1", "e_lumo_ev": 0.52, "relative_energy_kj_mol": 252.13}